[1]
# C22H66O22

A 11-piece molecular cluster, C22H66O22 overall in a non-equilibrium geometry (ωB97M-V with the def2-TZVPD basis set, OMol25).

Output
- Total charge: 0
- Spin multiplicity: 1
- Electronic energy: -2532.78082 a.u.
- HOMO-LUMO gap: 9.4 eV
- LUMO level: -0.00115 hartree
- Relative energy (zero: lowest compared OMol25 entry of this formula, charge and spin): 104.6 kcal/mol

Element x y z (Å)
O (-1.581, -0.503, -3.318)
C (-2.085, 0.901, -3.199)
C (-3.320, 0.888, -2.327)
O (-4.170, -0.259, -2.653)
H (-2.390, -1.008, -3.429)
H (-1.320, 1.541, -2.759)
H (-2.313, 1.388, -4.147)
H (-3.935, 1.787, -2.364)
H (-3.167, 0.740, -1.258)
H (-4.351, -0.757, -1.853)
O (-2.900, 4.696, 3.571)
C (-3.247, 3.557, 2.637)
C (-3.871, 4.069, 1.351)
O (-2.955, 4.756, 0.658)
H (-2.243, 5.272, 3.174)
H (-2.254, 3.106, 2.646)
H (-3.939, 2.859, 3.109)
H (-4.691, 4.728, 1.638)
H (-4.305, 3.243, 0.788)
H (-3.373, 4.977, -0.178)
O (2.646, -0.402, -2.609)
C (3.788, 0.136, -3.216)
C (5.034, -0.620, -2.651)
O (4.937, -1.927, -3.249)
H (2.059, -0.835, -3.233)
H (3.694, -0.064, -4.283)
H (3.739, 1.209, -3.028)
H (4.918, -0.745, -1.575)
H (6.058, -0.265, -2.765)
H (4.163, -2.327, -2.845)
O (1.428, 2.497, -2.422)
C (1.069, 3.648, -3.192)
C (1.371, 3.449, -4.702)
O (2.653, 2.800, -4.938)
H (2.128, 2.029, -2.883)
H (0.034, 3.910, -2.975)
H (1.754, 4.444, -2.902)
H (1.456, 4.304, -5.373)
H (0.835, 2.668, -5.240)
H (2.947, 2.794, -5.851)
O (0.071, -2.565, 5.765)
C (0.536, -3.285, 4.639)
C (2.052, -3.515, 4.648)
O (2.337, -4.401, 5.772)
H (-0.162, -3.209, 6.438)
H (-0.053, -4.201, 4.662)
H (0.141, -2.723, 3.792)
H (2.674, -2.635, 4.812)
H (2.459, -3.929, 3.725)
H (3.240, -4.227, 6.045)
O (-1.088, -4.317, -0.180)
C (-0.144, -5.345, -0.047)
C (-0.081, -6.003, 1.303)
O (0.662, -5.197, 2.176)
H (-0.611, -3.626, 0.286)
H (-0.527, -6.061, -0.774)
H (0.835, -4.953, -0.325)
H (0.404, -6.975, 1.383)
H (-1.034, -6.177, 1.804)
H (1.284, -5.608, 2.781)
O (0.670, 3.631, 0.148)
C (0.550, 5.040, -0.070)
C (0.557, 5.929, 1.181)
O (-0.551, 5.543, 1.891)
H (0.900, 3.219, -0.688)
H (1.418, 5.304, -0.675)
H (-0.390, 5.201, -0.597)
H (0.437, 6.987, 0.949)
H (1.422, 5.795, 1.832)
H (-1.208, 5.186, 1.289)
O (0.098, -1.881, 0.781)
C (-0.219, -0.997, -0.288)
C (-0.029, 0.479, 0.140)
O (-0.922, 0.815, 1.194)
H (-0.314, -1.457, 1.537)
H (0.354, -1.110, -1.209)
H (-1.252, -1.026, -0.633)
H (-0.185, 1.089, -0.750)
H (0.994, 0.601, 0.494)
H (-0.705, 1.724, 1.413)
O (3.471, 2.200, 2.880)
C (2.148, 2.035, 3.387)
C (2.095, 0.586, 3.943)
O (2.941, 0.438, 5.055)
H (4.173, 1.990, 3.501)
H (1.908, 2.868, 4.049)
H (1.383, 2.017, 2.611)
H (2.382, -0.020, 3.083)
H (1.100, 0.238, 4.222)
H (3.849, 0.305, 4.774)
O (2.924, -3.820, -4.500)
C (1.562, -4.072, -4.747)
C (0.655, -3.177, -3.757)
O (0.606, -1.770, -4.012)
H (3.339, -4.599, -4.123)
H (1.227, -3.944, -5.776)
H (1.429, -5.124, -4.497)
H (0.760, -3.395, -2.694)
H (-0.353, -3.558, -3.922)
H (-0.213, -1.502, -3.589)
O (-4.984, -1.235, -0.274)
C (-4.078, -0.922, 0.807)
C (-4.762, -1.127, 2.310)
O (-4.879, -2.535, 2.601)
H (-5.519, -0.439, -0.241)
H (-3.170, -1.520, 0.739)
H (-3.637, 0.065, 0.670)
H (-5.672, -0.539, 2.432)
H (-4.066, -0.622, 2.980)
H (-5.544, -2.623, 3.288)

Results of the Löwdin charge analysis, in e, for atoms 1 through 6: -0.082, -0.140, -0.198, -0.086, 0.081, 0.099

[2]
# C22H68F6O20V

C22H68F6O20V as an isolated structure in a non-equilibrium geometry (ωB97M-V with the def2-TZVPD basis set, OMol25).

Output
- Total charge: -1
- Spin multiplicity: 1
- Electronic energy: -3926.52739 a.u.
- HOMO-LUMO gap: 1.7 eV
- LUMO level: -0.07211 hartree

Element x y z (Å)
O (-4.284, 4.452, -26.493)
V (-4.821, 5.241, -25.206)
O (-3.607, 5.888, -24.416)
C (-9.042, 5.408, -25.530)
O (-8.304, 4.805, -26.641)
O (-8.046, 5.597, -24.552)
C (-9.882, 6.604, -26.128)
F (-9.337, 7.212, -27.156)
F (-11.112, 6.173, -26.445)
F (-10.084, 7.541, -25.242)
C (-9.056, 3.951, -27.492)
C (-8.150, 3.437, -28.638)
H (-7.266, 2.884, -28.319)
H (-8.717, 2.937, -29.423)
H (-7.792, 4.287, -29.219)
H (-9.850, 4.502, -27.996)
H (-9.450, 3.056, -27.009)
H (-9.731, 4.684, -25.094)
C (-9.629, 1.824, -19.138)
O (-10.840, 2.538, -19.439)
O (-8.967, 2.733, -18.272)
C (-9.939, 0.393, -18.633)
F (-10.943, 0.284, -17.730)
F (-10.193, -0.490, -19.641)
F (-8.871, -0.074, -18.014)
C (-11.651, 2.189, -20.526)
C (-12.713, 3.280, -20.560)
H (-12.214, 4.238, -20.710)
H (-13.357, 3.201, -21.436)
H (-13.344, 3.296, -19.672)
H (-12.101, 1.211, -20.355)
H (-11.087, 2.163, -21.458)
H (-9.066, 1.768, -20.070)
C (-2.677, -0.202, -28.329)
O (-3.576, -1.262, -28.571)
H (-3.241, 0.649, -27.947)
H (-2.020, -0.498, -27.512)
H (-2.006, 0.026, -29.157)
H (-4.119, -0.981, -29.311)
C (-8.551, 8.410, -19.881)
O (-8.817, 7.001, -19.828)
H (-7.802, 8.579, -20.655)
H (-9.455, 8.924, -20.206)
H (-8.273, 8.817, -18.909)
H (-8.746, 6.711, -20.740)
C (-14.939, 3.550, -26.035)
O (-16.276, 4.009, -26.375)
H (-14.389, 3.378, -26.960)
H (-14.442, 4.291, -25.410)
H (-15.030, 2.585, -25.537)
H (-16.886, 3.538, -25.802)
C (-12.128, 1.316, -31.988)
O (-11.484, 2.313, -32.785)
H (-11.914, 1.483, -30.932)
H (-13.195, 1.278, -32.210)
H (-11.724, 0.313, -32.127)
H (-11.240, 1.897, -33.615)
C (-15.495, 8.240, -27.813)
O (-16.112, 7.171, -28.471)
H (-15.984, 9.153, -28.150)
H (-15.684, 8.177, -26.741)
H (-14.415, 8.137, -27.919)
H (-16.129, 6.521, -27.765)
C (-7.045, -1.115, -25.494)
O (-7.609, -0.617, -24.308)
H (-5.964, -0.978, -25.458)
H (-7.231, -2.167, -25.710)
H (-7.436, -0.484, -26.292)
H (-8.540, -0.835, -24.221)
C (-5.546, 8.193, -28.307)
O (-5.204, 8.285, -26.945)
H (-4.773, 8.604, -28.957)
H (-5.691, 7.173, -28.662)
H (-6.415, 8.811, -28.533)
H (-4.872, 9.163, -26.746)
C (-7.036, -0.410, -32.794)
O (-6.482, -0.997, -31.646)
H (-6.665, -0.970, -33.653)
H (-8.122, -0.498, -32.798)
H (-6.642, 0.595, -32.940)
H (-7.078, -1.617, -31.220)
C (-12.946, 12.762, -23.268)
O (-12.989, 13.689, -22.206)
H (-13.559, 11.871, -23.128)
H (-13.210, 13.254, -24.204)
H (-11.900, 12.456, -23.286)
H (-12.625, 13.186, -21.474)
C (-4.295, 5.271, -19.631)
O (-4.749, 5.160, -18.288)
H (-5.085, 4.952, -20.311)
H (-4.069, 6.306, -19.890)
H (-3.333, 4.778, -19.773)
H (-5.504, 4.567, -18.323)
C (-11.669, -1.398, -25.979)
O (-11.583, -0.988, -24.658)
H (-11.158, -0.701, -26.643)
H (-11.231, -2.391, -26.085)
H (-12.734, -1.420, -26.209)
H (-12.397, -1.300, -24.257)
C (-6.714, 5.538, -34.090)
O (-7.550, 6.589, -33.638)
H (-7.289, 4.889, -34.751)
H (-5.913, 5.892, -34.739)
H (-6.399, 4.862, -33.296)
H (-8.403, 6.161, -33.530)
C (-11.980, 11.696, -28.065)
O (-12.400, 13.022, -28.309)
H (-12.543, 10.969, -28.650)
H (-10.963, 11.603, -28.446)
H (-11.936, 11.416, -27.013)
H (-13.351, 13.007, -28.175)
C (-11.541, 6.764, -31.216)
O (-11.912, 6.561, -32.576)
H (-12.305, 6.351, -30.558)
H (-10.546, 6.367, -31.013)
H (-11.470, 7.843, -31.085)
H (-12.033, 5.615, -32.681)

Results of the Löwdin charge analysis, in e, for atoms 1 through 6: -0.317, 1.184, -0.309, -0.396, -0.139, -0.239

[3]
# C22H70ClF2FeNO36P6S3

C22H70ClF2FeNO36P6S3 as an isolated structure in a non-equilibrium geometry (ωB97M-V with the def2-TZVPD basis set, OMol25).

Output
- Total charge: -1
- Spin multiplicity: 6
- ⟨S²⟩: 8.760
- Electronic energy: -8810.46225 a.u.
- HOMO-LUMO gap (spin up / spin down): 8.0 / 7.5 eV
- LUMO level (spin up / spin down): 0.03607 / 0.01953 hartree

Element x y z (Å)
Fe (1.184, -3.277, 18.795)
N (1.726, -4.320, 17.320)
S (2.830, -5.468, 16.962)
O (3.909, -5.130, 16.068)
O (2.417, -6.849, 17.235)
F (3.584, -5.285, 18.350)
S (0.965, -4.753, 15.817)
O (0.107, -5.914, 15.866)
O (1.621, -4.433, 14.559)
F (-0.151, -3.515, 15.932)
S (1.266, -3.757, 21.429)
O (0.372, -4.550, 22.225)
O (2.285, -3.162, 22.249)
O (1.768, -4.448, 20.239)
O (0.598, -2.798, 20.552)
Cl (0.545, -1.115, 17.982)
C (1.958, 0.148, 21.153)
O (2.959, 0.732, 21.986)
H (1.909, 0.732, 20.234)
H (2.273, -0.839, 20.816)
H (0.943, 0.069, 21.542)
H (2.973, 0.162, 22.758)
C (2.289, 2.215, 16.161)
O (1.034, 1.618, 16.107)
H (3.112, 1.534, 15.944)
H (2.370, 3.135, 15.582)
H (2.500, 2.458, 17.202)
H (1.033, 0.802, 16.612)
C (4.141, -1.937, 24.517)
O (3.167, -1.330, 23.751)
H (5.163, -1.870, 24.143)
H (4.190, -1.391, 25.459)
H (3.872, -2.979, 24.691)
H (2.807, -1.952, 23.115)
C (-1.003, -5.453, 18.869)
O (-0.824, -4.038, 18.643)
H (-1.383, -5.962, 17.984)
H (-0.013, -5.872, 19.052)
H (-1.689, -5.678, 19.686)
H (-1.670, -3.632, 18.442)
C (6.603, -2.611, 17.377)
O (5.249, -2.965, 17.645)
P (4.544, -2.394, 18.991)
O (3.083, -2.582, 18.982)
O (5.295, -3.132, 20.195)
C (5.371, -2.622, 21.481)
O (5.115, -0.877, 19.056)
C (4.751, 0.049, 18.056)
H (7.034, -1.867, 18.047)
H (6.888, -2.382, 16.350)
H (7.163, -3.538, 17.496)
H (6.366, -2.704, 21.919)
H (4.679, -3.287, 21.998)
H (5.091, -1.572, 21.565)
H (3.854, -0.214, 17.495)
H (5.552, 0.178, 17.327)
H (4.566, 1.023, 18.509)
C (-5.719, -4.387, 19.858)
O (-4.544, -3.754, 20.410)
P (-3.889, -4.280, 21.854)
O (-2.977, -5.414, 21.695)
O (-3.308, -2.904, 22.533)
C (-2.164, -2.284, 21.949)
O (-5.214, -4.668, 22.789)
C (-6.080, -3.625, 23.124)
H (-6.428, -3.612, 19.565)
H (-6.221, -5.041, 20.572)
H (-5.424, -4.946, 18.970)
H (-1.418, -2.297, 22.744)
H (-2.409, -1.247, 21.719)
H (-1.865, -2.739, 21.005)
H (-7.111, -3.768, 22.800)
H (-5.774, -2.646, 22.754)
H (-6.212, -3.496, 24.198)
C (4.440, -9.470, 23.417)
O (3.634, -8.309, 23.635)
P (2.061, -8.293, 23.167)
O (1.301, -7.075, 23.537)
O (2.220, -8.429, 21.558)
C (2.944, -7.428, 20.836)
O (1.522, -9.696, 23.751)
C (1.156, -9.874, 25.094)
H (5.400, -9.220, 22.966)
H (3.943, -10.315, 22.941)
H (4.568, -9.920, 24.401)
H (3.321, -6.754, 21.604)
H (2.295, -6.884, 20.149)
H (3.710, -7.788, 20.149)
H (0.958, -8.922, 25.587)
H (1.862, -10.459, 25.682)
H (0.239, -10.461, 25.150)
C (3.795, -1.899, 14.979)
O (4.777, -0.856, 15.020)
P (5.320, -0.139, 13.686)
O (6.046, -1.021, 12.731)
O (4.101, 0.675, 13.111)
C (3.655, 0.508, 11.792)
O (6.303, 1.060, 14.238)
C (7.571, 0.812, 14.876)
H (3.425, -1.829, 13.956)
H (2.965, -1.664, 15.645)
H (4.145, -2.920, 15.126)
H (3.493, 1.462, 11.289)
H (2.733, -0.072, 11.803)
H (4.419, 0.015, 11.192)
H (8.463, 1.144, 14.345)
H (7.703, -0.228, 15.174)
H (7.677, 1.415, 15.778)
C (-2.982, -1.148, 14.852)
O (-4.081, -1.542, 15.632)
P (-3.801, -1.737, 17.192)
O (-2.941, -2.862, 17.567)
O (-3.313, -0.291, 17.751)
C (-2.897, -0.234, 19.081)
O (-5.317, -1.864, 17.784)
C (-6.230, -0.757, 17.729)
H (-2.950, -1.918, 14.081)
H (-2.068, -1.132, 15.446)
H (-2.991, -0.151, 14.412)
H (-2.446, -1.162, 19.433)
H (-3.763, -0.157, 19.738)
H (-2.211, 0.613, 19.113)
H (-5.792, 0.096, 17.211)
H (-6.543, -0.389, 18.707)
H (-7.142, -0.986, 17.178)
C (-2.617, -2.417, 11.357)
O (-1.527, -2.114, 12.181)
P (0.060, -2.141, 11.693)
O (0.401, -1.060, 10.703)
O (0.931, -1.955, 13.028)
C (0.806, -0.828, 13.862)
O (0.250, -3.723, 11.210)
C (-0.172, -4.791, 12.021)
H (-2.408, -2.520, 10.293)
H (-3.457, -1.731, 11.469)
H (-2.933, -3.390, 11.733)
H (1.714, -0.237, 13.978)
H (0.684, -1.179, 14.887)
H (-0.027, -0.165, 13.627)
H (-0.903, -5.349, 11.435)
H (-0.588, -4.676, 13.021)
H (0.642, -5.500, 12.174)

Results of the Löwdin charge analysis, in e, for atoms 1 through 6: 0.744, -0.317, 0.513, -0.240, -0.243, -0.193

[4]
# C22H75CdN4O14

C22H75CdN4O14 as an isolated structure in a non-equilibrium geometry (ωB97M-V with the def2-TZVPD basis set, OMol25).

Output
- Total charge: +2
- Spin multiplicity: 2
- ⟨S²⟩: 0.754
- Electronic energy: -2322.58075 a.u.
- HOMO-LUMO gap (spin up / spin down): 7.1 / 4.2 eV
- LUMO level (spin up / spin down): -0.22955 / -0.33612 hartree

Element x y z (Å)
Cd (-0.414, 2.440, -3.640)
C (0.366, 1.200, 0.499)
C (0.293, 0.687, -0.952)
O (0.640, 1.541, -2.003)
H (1.423, 1.219, 0.765)
H (-0.031, 0.449, 1.181)
H (-0.200, 2.107, 0.714)
H (-0.730, 0.347, -1.114)
H (0.916, -0.206, -1.000)
C (-3.129, 1.432, 1.685)
C (-3.506, 1.732, 0.266)
O (-2.949, 2.990, -0.233)
H (-3.754, 2.039, 2.339)
H (-2.115, 1.711, 1.969)
H (-3.274, 0.378, 1.921)
H (-4.595, 1.739, 0.232)
H (-3.128, 0.936, -0.375)
H (-3.453, 3.756, 0.051)
C (5.312, 2.286, 1.115)
C (5.510, 3.652, 0.535)
O (4.330, 4.427, 0.776)
H (5.549, 2.362, 2.176)
H (6.034, 1.626, 0.635)
H (4.326, 1.859, 0.933)
H (5.675, 3.568, -0.540)
H (6.332, 4.236, 0.950)
H (3.684, 4.234, 0.092)
C (-0.743, -2.773, -0.517)
C (-2.189, -3.173, -0.597)
C (-2.596, -4.145, 0.495)
O (-4.001, -4.310, 0.694)
C (-4.412, -5.387, 1.568)
N (-2.971, -1.953, -0.372)
H (-0.660, -1.984, 0.230)
H (-0.328, -2.377, -1.444)
H (-0.018, -3.537, -0.234)
H (-2.416, -3.731, -1.506)
H (-2.160, -3.889, 1.462)
H (-2.182, -5.123, 0.250)
H (-4.076, -6.370, 1.238)
H (-5.499, -5.471, 1.548)
H (-4.041, -5.161, 2.567)
H (-2.556, -1.561, 0.462)
H (-3.922, -2.239, -0.192)
C (-3.341, -1.723, -5.567)
C (-2.799, -2.234, -4.280)
C (-1.568, -3.060, -4.258)
O (-1.892, -4.262, -4.992)
C (-0.769, -5.137, -5.286)
N (-2.635, -1.103, -3.356)
H (-4.156, -1.013, -5.426)
H (-3.606, -2.525, -6.257)
H (-2.596, -1.147, -6.116)
H (-3.576, -2.873, -3.860)
H (-1.260, -3.404, -3.271)
H (-0.681, -2.570, -4.659)
H (-0.567, -5.631, -4.335)
H (0.108, -4.555, -5.570)
H (-0.954, -5.891, -6.050)
H (-3.437, -0.491, -3.396)
H (-2.632, -1.342, -2.374)
C (1.928, 5.910, 3.008)
C (2.469, 4.747, 3.751)
C (1.950, 3.365, 3.112)
O (2.748, 2.278, 3.649)
C (2.357, 0.983, 3.266)
N (3.940, 4.688, 3.536)
H (2.300, 6.812, 3.494)
H (0.838, 5.925, 3.009)
H (2.275, 5.956, 1.976)
H (2.190, 4.808, 4.803)
H (1.965, 3.368, 2.022)
H (0.899, 3.268, 3.384)
H (2.750, 0.369, 4.077)
H (2.855, 0.701, 2.339)
H (1.278, 0.829, 3.258)
H (4.041, 4.610, 2.534)
H (4.130, 3.723, 3.766)
C (-1.472, -3.084, 4.973)
C (-0.035, -2.636, 4.692)
C (0.337, -2.693, 3.205)
O (1.735, -2.643, 3.047)
C (2.189, -2.777, 1.744)
N (0.112, -1.317, 5.351)
H (-2.227, -2.329, 4.755)
H (-1.589, -3.276, 6.040)
H (-1.745, -3.956, 4.378)
H (0.696, -3.254, 5.213)
H (-0.167, -1.858, 2.719)
H (0.046, -3.623, 2.718)
H (3.241, -2.500, 1.674)
H (1.747, -2.104, 1.010)
H (1.945, -3.774, 1.379)
H (1.113, -1.262, 5.227)
H (0.002, -1.540, 6.330)
O (-0.647, 0.489, -4.466)
H (-0.120, 0.019, -5.112)
H (-1.353, -0.118, -4.245)
O (3.600, 1.236, -2.297)
H (3.903, 2.028, -2.741)
H (2.673, 1.399, -2.122)
O (-2.394, 2.235, -2.841)
H (-3.203, 1.989, -3.291)
H (-2.621, 2.215, -1.912)
O (2.174, 3.566, -0.678)
H (1.493, 4.040, -0.201)
H (1.753, 2.750, -0.951)
O (-0.131, 4.685, 0.439)
H (-0.730, 3.955, 0.281)
H (-0.392, 5.030, 1.293)
O (2.095, -1.357, -3.611)
H (1.620, -1.328, -4.442)
H (2.133, -0.444, -3.325)
O (1.465, 2.367, -4.702)
H (1.521, 2.281, -5.653)
H (2.340, 2.647, -4.434)

Results of the Löwdin charge analysis, in e, for atoms 1 through 6: 1.442, -0.075, -0.388, -0.443, 0.054, 0.064